Record 1
ORCA calculation (the ωB97M-V functional and the def2-TZVPD basis) on a structure of composition C17H18F5NO8P2PtSTe.

**HOMO level (alpha / beta)**: -0.090 / -0.116 Ha
**Energy above the lowest of the compared OMol25 structures with the same formula, charge and spin**: 0.0 kcal/mol
**Charge**: -2
**⟨S²⟩**: 2.00
**Spin multiplicity**: 3
**E_tot**: -89343.88834 eV

Geometry (Å):
Pt 0.00 -1.68 -0.25
O 3.46 -3.94 -0.03
P 2.73 -2.67 -0.68
O 3.54 -2.07 -1.74
O 2.14 -1.77 0.40
O 1.35 -3.40 -1.31
P 0.46 -4.48 -0.39
O -0.78 -4.73 -1.35
O 1.27 -5.70 -0.18
O 0.01 -3.67 0.82
H 2.86 -4.70 0.10
H -1.37 -3.94 -1.36
C 3.30 3.69 -0.82
C 3.12 2.84 0.45
C 3.87 1.53 0.27
C 3.72 3.59 1.65
C 1.62 2.62 0.68
C 0.77 3.72 0.91
C -0.59 3.58 1.09
C -1.13 2.30 1.03
S -2.77 1.75 1.16
C -2.25 0.11 0.91
N -0.96 -0.01 0.76
C -0.30 1.20 0.81
C 1.08 1.35 0.65
C -3.21 -1.00 0.83
C -4.34 -0.95 1.66
C -5.28 -1.96 1.65
C -5.09 -3.04 0.78
C -4.00 -3.10 -0.05
C -3.01 -2.08 -0.06
H 4.36 3.84 -1.02
H 2.82 4.66 -0.73
H 2.86 3.18 -1.68
H 4.93 1.74 0.11
H 3.52 0.95 -0.59
H 3.78 0.88 1.15
H 4.78 3.78 1.47
H 3.62 3.00 2.56
H 3.23 4.56 1.81
H 1.19 4.72 0.92
H -1.22 4.45 1.23
H 1.68 0.46 0.47
H -4.46 -0.11 2.33
H -6.14 -1.91 2.31
H -5.82 -3.84 0.76
H -3.86 -3.92 -0.73
F -1.46 2.01 -2.63
Te -2.38 0.30 -2.52
F -3.62 -1.12 -3.09
F -0.39 -0.34 -2.17
F -3.81 1.41 -3.18
F -1.77 0.05 -4.27
O -2.04 -2.16 -0.92

Record 2
ORCA calculation (the ωB97M-V functional and the def2-TZVPD basis) on a structure of composition C47H41AsN2O2P2RuS.

**HOMO level (alpha / beta)**: -0.662 / -0.660 Ha
**Energy above the lowest of the compared OMol25 structures with the same formula, charge and spin**: 10.7 kcal/mol
**Charge**: +4
**⟨S²⟩**: 6.08
**Spin multiplicity**: 5
**E_tot**: -149276.48850 eV

Geometry (Å):
Ru 0.97 -0.40 -0.26
O -0.35 0.12 1.27
P -1.77 0.72 1.44
C -2.63 0.44 -0.14
P -1.74 1.00 -1.60
O -0.30 0.34 -1.48
C -2.55 0.44 -3.04
C -2.37 1.11 -4.26
C -3.00 0.65 -5.40
C -3.80 -0.48 -5.35
C -3.98 -1.17 -4.15
C -3.35 -0.72 -3.00
C -1.59 2.76 -1.60
C -0.51 3.38 -0.96
C -0.44 4.76 -0.90
C -1.44 5.53 -1.47
C -2.52 4.93 -2.10
C -2.60 3.55 -2.17
C -2.71 -0.12 2.68
C -2.68 -1.52 2.76
C -3.45 -2.18 3.70
C -4.26 -1.45 4.57
C -4.30 -0.06 4.49
C -3.53 0.61 3.55
C -1.75 2.44 1.84
C -2.79 3.29 1.46
C -2.80 4.60 1.91
C -1.79 5.06 2.74
C -0.76 4.21 3.12
C -0.74 2.90 2.68
H -3.64 0.86 -0.13
H -2.71 -0.65 -0.19
H -1.73 1.99 -4.31
H -2.87 1.18 -6.34
H -4.29 -0.84 -6.24
H -4.62 -2.03 -4.11
H -3.52 -1.25 -2.07
H 0.26 2.78 -0.50
H 0.39 5.24 -0.39
H -1.37 6.61 -1.43
H -3.30 5.54 -2.55
H -3.46 3.09 -2.65
H -2.05 -2.09 2.10
H -3.44 -3.26 3.76
H -4.85 -1.96 5.32
H -4.94 0.50 5.16
H -3.57 1.69 3.51
H -3.60 2.95 0.82
H -3.61 5.26 1.62
H -1.82 6.08 3.11
H 0.02 4.57 3.79
H 0.05 2.23 3.00
C 1.66 -7.43 0.83
C 1.48 -6.87 -0.42
C 1.10 -5.54 -0.54
C 0.90 -4.79 0.62
C 1.06 -5.35 1.88
C 1.45 -6.68 1.98
As 0.16 -3.01 0.58
C 0.61 -2.55 -1.29
C -0.23 -2.73 -2.39
C 0.28 -2.55 -3.66
C 1.62 -2.17 -3.87
C 2.47 -1.96 -2.81
C 1.98 -2.16 -1.49
C 2.74 -2.03 -0.26
C 4.15 -1.94 -0.15
C 4.70 -1.88 1.11
C 3.88 -1.84 2.27
C 2.52 -1.91 2.19
C 1.92 -2.07 0.91
H 1.97 -8.46 0.92
H 1.62 -7.46 -1.31
H 0.96 -5.11 -1.53
H 0.88 -4.78 2.78
H 1.58 -7.13 2.96
H -1.26 -3.04 -2.25
H -0.36 -2.73 -4.52
H 1.98 -2.04 -4.88
H 3.49 -1.67 -2.98
H 4.78 -1.98 -1.03
H 5.77 -1.89 1.22
H 4.36 -1.80 3.25
H 1.91 -1.93 3.08
C 5.05 3.26 -1.14
N 4.87 2.64 0.20
C 5.70 2.81 1.25
C 5.17 2.11 2.31
N 4.04 1.52 1.87
C 3.83 1.84 0.56
S 2.53 1.47 -0.44
H 6.02 3.76 -1.15
H 4.26 3.99 -1.30
H 5.03 2.49 -1.90
H 6.59 3.41 1.19
H 5.53 2.01 3.33
H 3.42 0.95 2.42

Record 3
ORCA calculation (the ωB97M-V functional and the def2-TZVPD basis) on a structure of composition C30H26EuN2O7PS3 in a non-equilibrium geometry.

**HOMO level (alpha / beta)**: -0.103 / -0.185 Ha
**Energy above the lowest of the compared OMol25 structures with the same formula, charge and spin**: 0.0 kcal/mol
**Charge**: -1
**⟨S²⟩**: 15.76
**Spin multiplicity**: 8
**E_tot**: -109974.11284 eV

Geometry (Å):
Eu 0.38 2.20 -0.76
O 0.77 1.60 -3.00
C -0.45 1.33 -2.98
O -1.31 2.06 -2.46
C -0.88 -0.04 -3.45
C -1.65 -0.22 -4.59
C -2.06 -1.49 -4.96
C -1.73 -2.58 -4.17
C -0.98 -2.41 -3.02
C -0.55 -1.14 -2.65
P 0.49 -0.79 -1.17
C 2.00 -1.72 -1.64
C 2.17 -3.08 -1.45
C 3.33 -3.70 -1.88
C 4.32 -2.97 -2.52
C 4.15 -1.61 -2.71
C 3.00 -0.98 -2.28
C -0.22 -1.80 0.16
C 0.57 -2.13 1.25
C 0.01 -2.65 2.40
C -1.36 -2.85 2.47
C -2.16 -2.52 1.39
C -1.60 -1.99 0.24
H -1.92 0.64 -5.19
H -2.65 -1.62 -5.85
H -2.06 -3.57 -4.45
H -0.73 -3.26 -2.41
H 1.41 -3.66 -0.95
H 3.46 -4.76 -1.72
H 5.23 -3.45 -2.85
H 4.92 -1.03 -3.20
H 2.85 0.08 -2.44
H 1.64 -1.94 1.22
H 0.64 -2.88 3.25
H -1.81 -3.25 3.37
H -3.23 -2.65 1.45
H -2.23 -1.70 -0.58
O 3.53 0.56 2.31
C 2.75 0.55 3.40
C 3.35 0.27 4.63
C 2.60 0.23 5.78
C 1.23 0.46 5.74
C 0.63 0.74 4.53
C 1.37 0.79 3.35
C 0.71 1.05 2.04
O 1.47 1.23 1.01
N -0.59 1.05 2.08
N -1.23 1.22 0.86
C -2.50 1.28 1.01
S -3.59 1.42 -0.36
C -5.06 0.90 0.59
C -4.95 1.51 1.96
S -3.28 1.16 2.59
H 2.97 0.81 1.55
H 4.41 0.09 4.64
H 3.09 0.01 6.72
H 0.65 0.44 6.65
H -0.43 0.92 4.47
H -5.10 -0.19 0.66
H -5.95 1.25 0.06
H -5.67 1.09 2.65
H -5.10 2.59 1.91
C 0.12 5.38 -2.44
S 0.62 4.95 -0.76
O -0.53 4.20 -0.20
O 0.94 6.17 -0.08
O 1.74 4.01 -0.92
H -0.87 5.83 -2.39
H 0.09 4.48 -3.05
H 0.84 6.09 -2.83

- Among the records above, which one has the lowest E_tot?
  C47H41AsN2O2P2RuS

- Which formula does entry 3 have?
  C30H26EuN2O7PS3